Run one
Below is 8 unconnected molecules or ions with the total composition C32H85N9O13, with properties calculated with ωB97M-V with the def2-TZVPD basis set.

Last column: Mulliken charge in e.
Cartesian coordinates (Å):
1 C -9.0067 -2.3173 2.5582  -0.81
2 O -9.9742 -1.6823 3.4025  -0.30
3 C -10.0406 -2.1220 4.7628  -0.76
4 C -10.6247 -1.1127 5.7995  -0.40
5 N -9.8170 0.1162 5.9035  -0.37
6 C -10.6497 1.1369 6.6478  -0.65
7 C -10.6949 0.7382 8.1494  -0.60
8 O -9.4847 0.4774 8.8222  -0.33
9 C -9.5722 0.7862 10.2385  -0.78
10 H -7.9576 -2.0789 2.7335  0.31
11 H -9.2696 -1.9286 1.5744  0.28
12 H -9.1188 -3.3717 2.3055  0.32
13 H -9.0478 -2.4493 5.0717  0.41
14 H -10.7020 -2.9818 4.6563  0.35
15 H -10.6511 -1.7081 6.7121  0.27
16 H -11.6374 -0.8475 5.4960  0.34
17 H -9.6959 0.4082 4.9442  0.27
18 H -11.6911 1.2754 6.3572  0.34
19 H -10.2096 2.1245 6.7863  0.38
20 H -11.2736 -0.1626 8.3539  0.37
21 H -11.2284 1.5525 8.6397  0.46
22 H -9.6279 1.8629 10.3987  0.31
23 H -8.6831 0.4493 10.7715  0.27
24 H -10.3979 0.3366 10.7899  0.32
25 C 16.3709 0.8867 2.3785  -0.76
26 O 15.6865 -0.2796 2.7155  -0.33
27 C 14.7096 -0.0320 3.7366  -0.56
28 C 13.8484 -1.3033 4.0171  -0.75
29 N 13.0575 -1.8544 2.8917  -0.22
30 C 12.2998 -3.0615 3.1756  -0.76
31 C 11.6549 -3.7473 1.9191  -0.50
32 O 10.7011 -2.8362 1.4071  -0.31
33 C 9.8446 -3.4824 0.5385  -0.80
34 H 16.6537 1.5039 3.2313  0.31
35 H 15.7380 1.5645 1.8058  0.30
36 H 17.1739 0.5753 1.7105  0.26
37 H 14.1598 0.8981 3.5928  0.39
38 H 15.3993 0.0469 4.5769  0.37
39 H 13.3389 -1.1019 4.9594  0.40
40 H 14.5431 -2.0845 4.3256  0.32
41 H 12.4027 -1.2362 2.4342  0.24
42 H 11.4520 -2.6935 3.7535  0.34
43 H 12.7933 -3.8024 3.8046  0.46
44 H 11.1974 -4.6870 2.2286  0.37
45 H 12.3655 -3.8997 1.1067  0.34
46 H 9.0736 -4.0908 1.0112  0.28
47 H 10.3659 -4.0546 -0.2289  0.33
48 H 9.4216 -2.6242 0.0164  0.26
49 C 3.1923 2.6014 4.0823  -0.73
50 O 3.4002 3.2845 5.3651  -0.27
51 C 2.3898 2.9815 6.2432  -0.54
52 C 2.5044 3.8725 7.4993  -0.80
53 N 2.3616 5.3123 7.2511  -0.37
54 C 3.6776 5.9370 6.9206  -0.44
55 C 3.7317 7.4818 6.5480  -0.45
56 O 3.4727 8.2962 7.7303  -0.36
57 C 4.6262 8.2799 8.5883  -0.67
58 H 3.1899 1.5518 4.3765  0.30
59 H 4.0149 2.8757 3.4219  0.23
60 H 2.2399 2.8345 3.6063  0.32
61 H 2.4530 1.9598 6.6178  0.41
62 H 1.3920 3.1778 5.8507  0.39
63 H 3.4100 3.5978 8.0402  0.35
64 H 1.6852 3.7003 8.1974  0.35
65 H 1.8495 5.3325 6.3808  0.26
66 H 4.1463 5.3638 6.1207  0.26
67 H 4.3155 5.6482 7.7559  0.28
68 H 2.9756 7.7311 5.8035  0.32
69 H 4.7397 7.6193 6.1567  0.34
70 H 4.5312 9.0187 9.3841  0.28
71 H 5.5493 8.6300 8.1264  0.28
72 H 4.6762 7.2681 8.9907  0.25
73 C -11.8948 2.2618 -3.9910  -0.78
74 O -11.3252 2.2704 -2.6914  -0.30
75 C -11.5041 3.4949 -2.0274  -0.40
76 C -10.9268 3.3358 -0.5855  -0.93
77 N -9.4957 3.0492 -0.4400  -0.39
78 C -8.6763 4.2178 -1.0077  -0.26
79 C -7.2802 3.7677 -1.4742  -0.70
80 O -7.2973 2.7771 -2.4132  -0.35
81 C -7.5539 3.2673 -3.7520  -0.60
82 H -12.9715 2.4209 -4.0491  0.30
83 H -11.7086 1.2501 -4.3516  0.26
84 H -11.3640 2.9633 -4.6346  0.30
85 H -12.5858 3.5902 -1.9332  0.49
86 H -11.1098 4.3461 -2.5824  0.32
87 H -11.4721 2.5189 -0.1127  0.36
88 H -11.2352 4.2351 -0.0524  0.39
89 H -9.2033 2.2967 -1.0469  0.37
90 H -8.6337 5.1444 -0.4351  0.41
91 H -9.0409 4.6049 -1.9592  0.05
92 H -6.7551 3.4112 -0.5880  0.30
93 H -6.5732 4.5102 -1.8442  0.40
94 H -7.6186 2.4271 -4.4434  0.25
95 H -6.7664 3.9359 -4.0997  0.31
96 H -8.5262 3.7583 -3.7942  0.19
97 C 6.1460 -2.4225 -11.4463  -0.72
98 O 5.0339 -3.1606 -10.7587  -0.33
99 C 4.9940 -4.5897 -10.9205  -0.64
100 C 4.0016 -5.3368 -10.0245  -0.43
101 N 2.6163 -5.0257 -10.4619  -0.40
102 C 1.5310 -5.5034 -9.5378  -0.70
103 C 1.5522 -7.0011 -9.1895  -0.59
104 O 2.4731 -7.3193 -8.1674  -0.31
105 C 2.4610 -8.6117 -7.5240  -0.76
106 H 5.7138 -1.4437 -11.6544  0.24
107 H 6.6149 -2.8766 -12.3193  0.31
108 H 6.8865 -2.1800 -10.6841  0.28
109 H 5.9660 -5.0760 -10.8370  0.41
110 H 4.6893 -4.8487 -11.9345  0.34
111 H 4.2159 -5.1853 -8.9666  0.33
112 H 4.1307 -6.4167 -10.0967  0.30
113 H 2.4704 -4.0349 -10.5925  0.25
114 H 0.5882 -5.2955 -10.0439  0.42
115 H 1.4855 -5.0053 -8.5693  0.32
116 H 1.7295 -7.6701 -10.0316  0.34
117 H 0.6179 -7.2636 -8.6933  0.47
118 H 1.6535 -8.6871 -6.7958  0.28
119 H 3.3905 -8.7518 -6.9722  0.25
120 H 2.4135 -9.4533 -8.2150  0.31
121 N -0.5755 1.2926 -9.9829  -0.35
122 C 0.5377 1.1375 -10.5635  0.67
123 N 1.4830 0.8868 -9.6719  -0.42
124 O 0.7823 1.2595 -11.7261  -0.64
125 H -1.3178 1.7361 -10.5048  0.21
126 H -0.6274 0.9258 -9.0434  0.17
127 H 2.4062 0.8579 -10.0805  0.21
128 H 1.2702 0.5700 -8.7367  0.16
129 N -1.5691 -1.2119 -1.5988  -0.36
130 C -0.5841 -1.6678 -2.2951  0.66
131 N 0.0792 -2.6051 -1.6206  -0.42
132 O -0.1968 -1.3152 -3.3589  -0.63
133 H -2.1264 -0.4689 -1.9954  0.21
134 H -1.7001 -1.5227 -0.6467  0.16
135 H 0.9991 -2.7747 -2.0015  0.22
136 H -0.1422 -2.8775 -0.6735  0.16
137 O -1.3276 -3.8759 3.4545  -0.64
138 H -1.3882 -3.7102 4.3953  0.32
139 H -1.5797 -4.7941 3.3558  0.32

Its structure (SMILES) is COCCNCCOC.COCCNCCOC.COCCNCCOC.COCCNCCOC.COCCNCCOC.NC(N)=O.NC(N)=O.O. The HOMO-LUMO gap is 8.878 eV.

=====

Run two
Below is 8 unconnected molecules or ions with the total composition C32H85N9O13, with properties calculated with ωB97M-V with the def2-TZVPD basis set.

Last column: Mulliken charge in e.
Cartesian coordinates (Å):
1 C -2.0169 14.9603 1.2943  -0.22
2 O -1.7543 14.7308 2.6631  -0.37
3 C -1.7242 13.4079 3.2019  -0.78
4 C -0.5619 12.5497 2.6436  0.29
5 N -1.0110 11.8440 1.4336  -0.45
6 C 0.1096 11.1642 0.8048  -1.18
7 C 1.1817 12.0871 0.2021  0.14
8 O 0.5263 13.2242 -0.3255  -0.43
9 C 1.4226 14.2762 -0.6982  -0.31
10 H -1.3190 14.4058 0.6645  -0.23
11 H -1.9649 16.0228 1.0635  0.25
12 H -3.0176 14.6683 0.9535  0.34
13 H -2.6485 12.9186 2.8807  0.38
14 H -1.7090 13.5078 4.2841  0.33
15 H -0.2279 11.7407 3.2965  0.56
16 H 0.2550 13.2404 2.4098  -0.28
17 H -1.2991 12.5913 0.8124  0.27
18 H -0.3444 10.5260 0.0442  0.37
19 H 0.6128 10.5372 1.5441  0.43
20 H 1.6905 11.5407 -0.5965  0.44
21 H 1.8741 12.4384 0.9732  -0.01
22 H 2.1791 13.9753 -1.4320  0.29
23 H 2.0537 14.5807 0.1426  -0.18
24 H 0.8695 15.0845 -1.1692  0.44
25 C 0.7451 13.4758 -7.2291  -0.73
26 O 1.0685 14.7647 -6.7444  -0.41
27 C 1.3581 14.8492 -5.3651  -0.42
28 C 2.2832 16.0142 -4.9392  -0.51
29 N 2.2876 16.2172 -3.5271  0.24
30 C 3.5502 16.3397 -2.7816  0.15
31 C 4.7125 15.4287 -3.2432  -1.23
32 O 5.7725 15.3485 -2.2892  0.07
33 C 6.8055 14.5051 -2.7391  -0.90
34 H 1.6949 12.9303 -7.2832  0.30
35 H 0.3917 13.5778 -8.2519  0.26
36 H 0.0787 12.8918 -6.5917  0.31
37 H 1.9518 13.9750 -5.0709  0.29
38 H 0.4351 14.8437 -4.7795  0.30
39 H 2.0401 16.9542 -5.4463  0.38
40 H 3.2655 15.7258 -5.3193  0.13
41 H 1.7141 17.0028 -3.2619  0.30
42 H 3.4154 16.1623 -1.7128  -0.83
43 H 3.9805 17.3447 -2.8354  0.35
44 H 5.1854 15.8450 -4.1349  0.49
45 H 4.3183 14.4128 -3.3503  0.41
46 H 7.0515 14.7892 -3.7660  0.33
47 H 6.4745 13.4607 -2.6821  0.23
48 H 7.7360 14.4064 -2.1752  0.23
49 C 8.7281 15.0855 0.7320  -0.31
50 O 9.8991 14.6685 0.0620  -0.42
51 C 10.0284 13.2848 -0.1672  -0.17
52 C 11.3205 12.9713 -0.9127  -1.20
53 N 12.5038 13.5300 -0.2653  -0.28
54 C 12.6643 12.9270 1.0596  -0.50
55 C 13.9689 13.2877 1.7970  -0.69
56 O 15.0860 13.1028 0.9490  -0.29
57 C 16.2797 13.4513 1.6145  -0.79
58 H 7.8528 15.0470 0.0761  -0.07
59 H 8.8799 16.0653 1.1767  0.17
60 H 8.5034 14.3118 1.4756  0.43
61 H 9.1871 12.8954 -0.7574  0.35
62 H 9.9474 12.6417 0.7162  0.38
63 H 11.2358 13.3794 -1.9255  0.38
64 H 11.4130 11.9128 -1.1608  0.39
65 H 12.4352 14.5341 -0.1744  0.30
66 H 12.5358 11.8462 0.9904  0.43
67 H 11.8567 13.2846 1.7100  0.27
68 H 13.9870 12.6903 2.7130  0.38
69 H 13.9455 14.3484 2.0726  0.32
70 H 16.3454 13.2045 2.6799  0.32
71 H 16.4736 14.5301 1.6602  0.30
72 H 17.0878 12.9612 1.0753  0.26
73 C 8.5230 19.7087 3.1912  -0.82
74 O 8.1459 18.3446 3.2431  -0.31
75 C 6.7642 18.3428 3.2151  -0.42
76 C 6.1825 16.9037 3.4446  0.35
77 N 6.4488 16.4604 4.8014  -0.39
78 C 6.1956 14.9984 4.8582  0.25
79 C 6.1697 14.5831 6.3266  -0.73
80 O 6.3563 13.2036 6.4902  -0.32
81 C 6.2383 12.8674 7.8710  -0.74
82 H 8.1013 20.3282 2.3957  0.27
83 H 9.6053 19.8204 3.1005  0.31
84 H 8.3074 20.2076 4.1420  0.33
85 H 6.3139 18.6436 2.2630  0.12
86 H 6.3151 18.9011 4.0477  0.37
87 H 6.8291 16.3090 2.7913  -0.23
88 H 5.1114 16.7700 3.2624  0.02
89 H 5.7826 17.0176 5.3312  0.33
90 H 7.0700 14.5532 4.3817  0.20
91 H 5.2831 14.7166 4.3228  -0.17
92 H 5.2331 15.0203 6.6916  0.30
93 H 7.0495 15.0754 6.7536  0.41
94 H 6.7939 13.5765 8.4867  0.32
95 H 6.6598 11.8828 8.0768  0.26
96 H 5.1921 12.7630 8.1667  0.28
97 C 2.3966 15.5842 2.7986  -0.50
98 O 2.8558 16.5145 1.8430  -0.03
99 C 1.9066 17.4588 1.5087  -0.78
100 C 2.5933 18.5212 0.6517  0.20
101 N 1.7040 19.4716 0.0430  -0.26
102 C 1.0427 20.4447 0.9078  -0.42
103 C 0.7237 21.6470 0.1121  -0.81
104 O 1.9438 22.3359 -0.1440  -0.30
105 C 1.8276 23.4394 -1.0083  -0.78
106 H 2.1072 16.1156 3.7112  0.45
107 H 3.2173 14.9189 3.0608  -0.19
108 H 1.5377 15.0632 2.3668  0.02
109 H 1.4616 17.9694 2.3756  0.32
110 H 1.0679 16.9927 0.9724  0.28
111 H 3.0077 18.0142 -0.2256  -0.58
112 H 3.4586 18.9911 1.1382  0.32
113 H 2.2863 19.9493 -0.6337  0.30
114 H 1.6387 20.7675 1.7708  0.27
115 H 0.1120 20.0313 1.3047  0.35
116 H -0.0119 22.2700 0.6361  0.48
117 H 0.2220 21.4561 -0.8441  0.40
118 H 1.7745 22.9837 -2.0070  0.32
119 H 2.6772 24.1173 -1.0551  0.24
120 H 0.9021 23.9987 -0.8487  0.30
121 N 7.4719 17.5457 -1.4158  -0.17
122 C 6.5923 18.3883 -0.8897  0.38
123 N 7.1724 19.5007 -0.3433  -0.43
124 O 5.3636 18.2544 -0.9315  -0.45
125 H 7.1811 16.6649 -1.8069  0.11
126 H 8.4030 17.9001 -1.5294  0.17
127 H 6.5444 20.1517 0.0948  0.23
128 H 8.1475 19.7231 -0.3957  0.13
129 N 4.4186 12.6700 1.9512  0.08
130 C 4.6671 11.8071 0.9353  0.26
131 N 4.8691 12.5583 -0.1921  -0.01
132 O 4.6854 10.5805 0.9744  -0.75
133 H 4.4618 13.6263 1.6571  -0.21
134 H 4.4403 12.3055 2.8883  0.19
135 H 5.0009 11.9868 -1.0110  0.21
136 H 4.8793 13.5784 -0.1673  0.10
137 O 5.0518 15.2259 0.3115  1.59
138 H 5.1789 15.6500 -0.5516  -0.59
139 H 4.3672 15.7625 0.7460  -0.25

Its structure (SMILES) is COCCNCCOC.COCCNCCOC.COCCNCCOC.COCCNCCOC.COCCNCCOC.NC(N)=O.NC(N)=O.O. The HOMO-LUMO gap is 8.902 eV.

=====

Last place for stability: run one